No. 1
Density functional theory data (the ωB97M-V functional and the def2-TZVPD basis) for C36H30Br2F3N5O2Sc as an isolated structure.

```
79
Properties=species:S:1:pos:R:3
Sc -0.3366 -0.1755 0.1538
Br 2.9687 2.2164 -2.9330
C 1.4329 3.0459 -2.2035
C 1.1607 4.3847 -2.5230
C 0.0980 5.0349 -1.9692
Br -0.2125 6.8566 -2.4283
C -0.7631 4.3759 -1.0562
C -1.8698 4.9482 -0.3965
C -2.5868 4.1941 0.4927
C -2.2161 2.8589 0.7222
N -1.2091 2.2938 0.1063
C -0.4800 3.0260 -0.7570
C 0.6540 2.3204 -1.3130
O 0.8766 1.1187 -0.9295
H 1.8139 4.9015 -3.2125
H -2.1302 5.9804 -0.5897
H -3.4306 4.6126 1.0258
H -2.7530 2.2465 1.4395
N 2.0374 0.6251 1.7569
C 1.8083 1.9950 1.8395
C 2.6866 2.8816 1.2147
C 2.4556 4.2458 1.2302
C 1.3412 4.7500 1.8872
C 0.4679 3.8665 2.5043
C 0.6646 2.4865 2.4866
C -0.3589 1.5740 3.0732
C -0.8810 1.9085 4.3257
C -1.9004 1.1619 4.8975
C -2.3890 0.0587 4.2138
C -1.8431 -0.2818 2.9798
C -0.8227 0.4485 2.3519
H 2.9854 0.3567 1.5508
H 1.5962 0.0594 2.4671
H 3.5410 2.4799 0.6790
H 3.1367 4.9109 0.7129
H 1.1397 5.8139 1.8954
H -0.4268 4.2485 2.9832
H -0.4779 2.7626 4.8610
H -2.2986 1.4330 5.8686
H -3.1829 -0.5420 4.6454
H -2.2346 -1.1674 2.4868
F 1.0030 -1.7794 1.3495
C 0.2065 -3.0457 1.2573
F -0.1376 -3.2083 2.5639
F -0.9758 -2.4072 0.7308
C -3.5880 -1.5869 -2.0615
C -3.2942 -0.3526 -1.2014
C -4.1412 -0.4255 0.0708
C -3.6473 0.9047 -2.0005
O -1.9450 -0.3339 -0.8654
H -4.6570 -1.6757 -2.2721
H -3.2519 -2.4864 -1.5418
H -3.0620 -1.5115 -3.0167
H -5.2104 -0.4258 -0.1577
H -3.9191 0.4252 0.7168
H -3.8969 -1.3368 0.6206
H -4.6891 0.8814 -2.3318
H -3.0002 0.9724 -2.8779
H -3.4941 1.7991 -1.3957
N 6.1469 -8.5786 -0.9701
C 5.3966 -7.7228 -1.1319
C 4.4622 -6.6516 -1.3424
C 4.1775 -6.2313 -2.6412
C 3.2871 -5.1945 -2.8472
C 2.6756 -4.5898 -1.7568
C 2.9354 -5.0149 -0.4596
C 3.8398 -6.0410 -0.2543
N 1.7592 -3.5331 -1.9493
C 0.6275 -3.5511 -2.7436
C -0.0523 -2.4189 -2.4328
N 0.6333 -1.7024 -1.4790
C 1.7020 -2.4039 -1.2053
H 4.6665 -6.7103 -3.4786
H 3.0727 -4.8363 -3.8457
H 2.3816 -4.5619 0.3574
H 4.0524 -6.3882 0.7478
H 0.4122 -4.3725 -3.4034
H -0.9932 -2.0644 -2.8120
H 2.4556 -2.1556 -0.4793
```

Results
largest force on an atom	0.57	eV/Å
ΔE to the lowest compared entry with this formula, charge and spin	0.490	eV
HOMO-LUMO gap	6.9	eV
net charge	-1

No. 2
Density functional theory data (the ωB97M-V functional and the def2-TZVPD basis) for an isolated ion of composition C2H9N3O and charge +2.

```
15
Properties=species:S:1:pos:R:3
N 1.0231 1.0835 -0.8134
C 0.6615 0.2016 0.0957
C -1.0719 0.3107 0.6545
N -2.0132 -0.2309 -0.3827
N 1.3973 -0.7713 0.5296
O 2.6548 -0.9098 0.0943
H 0.5435 1.9588 -1.0011
H 1.8955 1.0636 -1.4473
H -1.0725 -0.2356 1.6180
H -1.5225 1.2498 0.6812
H -2.8965 -0.3415 0.0377
H -1.7877 -1.0836 -0.8557
H -2.1534 0.4068 -1.1000
H 1.0470 -1.3970 1.2227
H 3.2949 -1.3050 0.6663
```

Results
largest force on an atom	4.49	eV/Å
ΔE to the lowest compared entry with this formula, charge and spin	2.317	eV
HOMO-LUMO gap	11.1	eV
net charge	+2

No. 3
Density functional theory data (the ωB97M-V functional and the def2-TZVPD basis) for C2H5O2P as an isolated structure.

```
10
Properties=species:S:1:pos:R:3
C 0.0239 0.9225 0.4130
C 0.4595 -0.4382 -0.1813
O 1.7141 -0.9379 0.3151
O -1.2862 0.8160 -0.0080
P -1.8573 -0.7578 -0.1594
H 0.1695 1.0999 1.4471
H 0.6537 1.5975 -0.1235
H 0.5283 -0.2056 -1.2685
H 1.5696 -1.3236 1.2258
H -1.9751 -0.7729 -1.6603
```

Results
largest force on an atom	3.52	eV/Å
ΔE to the lowest compared entry with this formula, charge and spin	3.029	eV
HOMO-LUMO gap	8.6	eV

No. 4
Density functional theory data (the ωB97M-V functional and the def2-TZVPD basis) for an isolated ion of composition C4H5FO and charge +1.

```
11
Properties=species:S:1:pos:R:3
F 1.2587 1.5166 -1.2276
C 1.8317 0.0777 -1.1515
C 0.4103 -0.1478 -1.2826
O -0.4760 -0.4712 -0.4978
C -0.7901 0.0435 0.7983
C -1.9573 -0.3125 1.3047
H 2.3537 -0.1414 -2.0928
H 2.2026 -0.2499 -0.1712
H 0.0076 0.6425 1.2304
H -2.2264 0.0605 2.2920
H -2.6147 -1.0180 0.7981
```

Results
largest force on an atom	2.25	eV/Å
⟨S²⟩	0.753
HOMO-LUMO gap (spin up / spin down)	9.0 / 8.9	eV
net charge	+1
multiplicity	2

No. 5
Density functional theory data (the ωB97M-V functional and the def2-TZVPD basis) for a 4-piece molecular cluster, C28H61N3O4 overall.

```
96
Properties=species:S:1:pos:R:3
C 16.3192 27.0374 5.4323
C 16.1936 26.5157 6.9332
C 14.9400 25.5184 6.9293
C 17.4846 25.7115 7.3142
C 17.7763 25.4794 8.7257
C 17.7151 26.8247 9.4412
C 16.4320 27.6505 9.2567
C 15.3133 27.0832 10.1287
C 16.8646 29.0583 9.7392
N 16.0464 27.7313 7.7973
O 14.9007 28.3777 7.5728
H 17.1280 27.7620 5.3383
H 16.5371 26.2061 4.7618
H 15.4046 27.5315 5.1044
H 14.9194 24.8195 6.0931
H 14.7489 24.9495 7.8392
H 14.0451 26.1359 6.8531
H 17.3506 24.7062 6.9149
H 18.3157 26.0970 6.7238
H 17.0027 24.8104 9.1026
H 18.7416 24.9881 8.8472
H 18.5728 27.3482 9.0190
H 18.1085 26.6624 10.4447
H 15.7352 27.0199 11.1317
H 14.9215 26.1834 9.6546
H 14.4992 27.7910 10.2850
H 17.8024 29.4463 9.3415
H 17.0791 29.0524 10.8079
H 16.0614 29.7498 9.4849
H 14.2210 27.8961 8.0498
C 19.0525 32.3277 1.3786
C 19.4420 32.3673 2.8933
C 19.6535 30.9375 3.3291
C 20.7906 33.1468 3.0726
C 20.6044 34.6102 2.8261
C 19.6966 35.1537 3.9532
C 18.3634 34.3612 4.1010
C 17.8780 34.6020 5.5442
C 17.3387 35.0142 3.1207
N 18.4665 32.9023 3.8460
O 17.2085 32.2471 3.8293
H 18.6203 33.2307 0.9476
H 19.9702 32.0650 0.8524
H 18.3389 31.5370 1.1470
H 20.1972 30.9570 4.2737
H 18.7425 30.3549 3.4662
H 20.2902 30.4278 2.6060
H 21.1924 32.9686 4.0701
H 21.4646 32.6960 2.3442
H 21.6417 34.9428 2.7869
H 20.2186 34.8336 1.8314
H 19.5106 36.2136 3.7795
H 20.2747 35.1584 4.8772
H 18.5445 34.0366 6.1954
H 16.8757 34.1879 5.6535
H 17.8589 35.6305 5.9048
H 17.7203 34.9648 2.1009
H 17.0387 35.9896 3.5038
H 16.4177 34.4319 3.0933
H 17.2145 31.8830 4.7176
C 22.2803 24.7350 6.1529
C 22.4556 25.6518 4.9299
C 22.9415 24.7720 3.7230
C 21.0845 26.1741 4.6150
C 20.7748 27.4159 5.4499
C 21.9207 28.4852 5.4055
C 23.2625 27.9649 5.9239
C 24.2928 29.0626 5.5845
C 23.1767 27.8857 7.4427
N 23.5036 26.7085 5.0891
O 24.7897 26.1991 5.3143
H 23.0705 24.0506 6.4618
H 22.1942 25.3732 7.0323
H 21.4191 24.0674 6.1262
H 22.1442 24.1259 3.3554
H 23.1820 25.4010 2.8659
H 23.7813 24.1051 3.9180
H 21.1683 26.4365 3.5604
H 20.2530 25.4858 4.7667
H 19.8856 27.9195 5.0706
H 20.7194 27.1725 6.5109
H 21.6330 29.3853 5.9487
H 22.0643 28.8613 4.3926
H 25.3053 28.6590 5.5721
H 24.2593 29.9354 6.2365
H 24.1006 29.4458 4.5823
H 23.2345 28.8931 7.8547
H 24.0055 27.2745 7.8001
H 22.2973 27.4077 7.8742
H 24.8318 25.8864 6.2210
C 18.3816 30.1178 6.7235
O 16.9506 30.1759 6.6552
H 18.8558 30.7506 5.9733
H 18.5229 30.7612 7.5919
H 18.8982 29.1642 6.8330
H 16.5978 29.3546 7.0053
```

Results
largest force on an atom	4.26	eV/Å
ΔE to the lowest compared entry with this formula, charge and spin	0.637	eV
HOMO-LUMO gap	8.4	eV

No. 6
Density functional theory data (the ωB97M-V functional and the def2-TZVPD basis) for an isolated ion of composition C6H6N and charge +1.

```
13
Properties=species:S:1:pos:R:3
C 1.3478 -1.2083 0.3645
C 0.0885 -1.1587 0.2727
C 1.7363 0.9788 -0.2433
C 0.4842 1.3771 -0.4220
C 2.2901 -0.2987 0.2870
C -0.9287 -0.4342 0.1526
N -2.3886 -0.5746 0.1672
H 2.6340 1.5485 -0.5918
H -0.0919 2.2750 -0.8028
H 3.2899 -0.5849 0.4262
H -2.5655 -1.5598 0.4758
H -2.8767 -0.5014 -0.7905
H -3.0196 0.1412 0.7045
```

Results
largest force on an atom	4.21	eV/Å
ΔE to the lowest compared entry with this formula, charge and spin	5.513	eV
HOMO-LUMO gap (spin up / spin down)	8.6 / 8.6	eV
net charge	+1